(1)
ORCA calculation (the ωB97M-V functional and the def2-TZVPD basis) on a 2-piece molecular cluster, C2H3NOS overall in a non-equilibrium geometry.

- total energy (a.u.) = -606.06021
- energy relative to the best compared isomer or geometry (same formula, charge and spin) (kcal per mole) = 30.99
- highest occupied orbital energy (alpha / beta) (eV) = -6.9545 / -9.9103
- gap between HOMO and LUMO (alpha / beta) (eV) = 7.69 / 7.73
- LUMO level (alpha / beta) (eV) = 0.73 / -2.18

ORCA input file:
```
! RIJCOSX wB97M-V def2-TZVPD def2/J DEFGRID3
* xyz 0 3
C -1.64754 0.00778 0.26727
C 1.01505 1.12108 -0.18547
N -1.05314 -0.39016 -0.67339
O -2.17123 0.68581 0.97594
S 1.65420 -0.09163 0.65750
H 1.05233 1.16996 -1.23852
H 0.67951 1.95609 0.34428
H -0.81770 -1.39070 -0.92761
*
```

Here are the Löwdin charges for atoms 1 to 2, given in e: -0.529 -0.632

---

(2)
ORCA calculation (the ωB97M-V functional and the def2-TZVPD basis) on one molecule with the formula C7H18NP in a non-equilibrium geometry.

- total energy (a.u.) = -673.51949
- SMILES = CC(C)C(NP)C(C)C
- energy relative to the best compared isomer or geometry (same formula, charge and spin) (kcal per mole) = 42.20
- highest occupied orbital energy (eV) = -8.6303
- gap between HOMO and LUMO (eV) = 9.57
- LUMO level (eV) = 0.94

ORCA input file:
```
! RIJCOSX wB97M-V def2-TZVPD def2/J DEFGRID3
* xyz 0 1
C 1.01216 1.90874 1.21680
C 0.75917 1.71344 -1.19743
C 0.90889 -1.63452 -0.92434
C 0.14598 -2.25659 1.38092
C 0.11989 1.41721 0.14318
C 0.71505 -1.08243 0.49302
C -0.35479 0.01185 0.41165
N -1.60622 -0.47956 -0.58143
P -2.95420 0.64938 -0.54973
H 1.92469 1.48811 1.04498
H 0.73231 1.84434 2.22230
H 1.04085 3.05002 0.89990
H 0.27304 0.99007 -1.86082
H 1.87379 1.39550 -1.32140
H 0.79116 2.79256 -1.41371
H -0.08065 -2.23413 -1.10933
H 1.21675 -0.91288 -1.71591
H 1.72712 -2.44589 -0.78915
H -0.68447 -2.79433 1.10802
H 0.91036 -3.01142 1.63429
H 0.00772 -1.84705 2.45916
H -0.78060 1.95445 0.12138
H 1.65334 -0.59580 0.98523
H -0.97702 -0.01398 1.33467
H -1.29122 -0.55357 -1.58150
H -2.99716 0.79507 -1.92701
H -4.08593 -0.14856 -0.48374
*
```

Here are the Löwdin charges for atoms 1 to 2, given in e: -0.069 -0.076

---

(3)
ORCA calculation (the ωB97M-V functional and the def2-TZVPD basis) on one molecule with the formula CH6NOPSi in a non-equilibrium geometry.

- total energy (a.u.) = -802.50455
- SMILES = NC(=O)P[SiH3]
- energy relative to the best compared isomer or geometry (same formula, charge and spin) (kcal per mole) = 0.00
- highest occupied orbital energy (eV) = -9.2519
- gap between HOMO and LUMO (eV) = 10.06
- LUMO level (eV) = 0.81

ORCA input file:
```
! RIJCOSX wB97M-V def2-TZVPD def2/J DEFGRID3
* xyz 0 1
C -0.98960 0.31193 0.28225
N -2.08212 -0.29141 -0.23773
O -0.79476 1.49257 0.58570
Si 1.92770 0.31691 0.08924
P 0.23261 -0.97008 0.77129
H -2.76411 0.33928 -0.37663
H -2.09685 -1.18527 -0.70492
H 2.81812 -0.61323 -0.44670
H 2.40789 1.11138 1.23032
H 1.19154 1.28317 -0.78324
H 0.14959 -1.79527 -0.40958
*
```

Here are the Löwdin charges for atoms 1 to 2, given in e: -0.885 0.107

---

(4)
ORCA calculation (the ωB97M-V functional and the def2-TZVPD basis) on C45H50N4O6P2S2Se2W as an isolated structure in a non-equilibrium geometry.

- total energy (a.u.) = -8764.09273
- energy relative to the best compared isomer or geometry (same formula, charge and spin) (kcal per mole) = 119.56
- highest occupied orbital energy (eV) = -6.9012
- gap between HOMO and LUMO (eV) = 5.74
- LUMO level (eV) = -1.16

ORCA input file:
```
! RIJCOSX wB97M-V def2-TZVPD def2/J DEFGRID3
* xyz 0 1
W -0.44045 0.04573 0.76817
Se 0.64647 -0.48211 2.72535
P -2.23060 1.46822 1.91566
Se -2.16416 1.87697 -0.19989
C -1.77120 2.86046 2.96773
C -2.21320 4.15073 2.68634
C -1.88176 5.19084 3.53673
C -1.11689 4.94624 4.67100
C -0.68206 3.66152 4.95729
C -1.00763 2.61667 4.10505
C -3.89125 1.01902 2.47380
C -4.18925 1.10486 3.83311
C -5.45419 0.77071 4.28521
C -6.42820 0.36497 3.38117
C -6.13342 0.29004 2.02899
C -4.86573 0.61184 1.57218
H -2.79956 4.33985 1.79529
H -2.21685 6.19558 3.31498
H -0.85508 5.76519 5.32863
H -0.07954 3.47148 5.83568
H -0.64770 1.61481 4.30967
H -3.43892 1.43759 4.53986
H -5.68242 0.83530 5.34097
H -7.41911 0.10901 3.73393
H -6.88793 -0.03248 1.32336
H -4.62445 0.52749 0.52030
O 4.56608 -1.96058 0.52699
C 3.35007 -1.83855 -0.06971
O 2.73332 -0.57281 0.20183
C 2.36825 -2.77651 0.63756
P 0.59299 -2.48317 0.23376
C 0.51264 -3.19374 -1.45635
C 0.40346 -2.39419 -2.58977
C 0.47725 -2.95700 -3.85753
C 0.67713 -4.31776 -4.00683
C 0.80129 -5.12388 -2.88352
C 0.72050 -4.56832 -1.62011
C -0.21278 -3.77483 1.22701
C 0.29815 -4.15716 2.46726
C -0.33753 -5.13429 3.21791
C -1.48831 -5.74076 2.73772
C -2.00022 -5.36892 1.50346
C -1.36748 -4.39358 0.75270
H 2.51607 -2.60913 1.70298
H 2.59631 -3.81809 0.40680
H 0.30367 -1.32487 -2.49672
H 0.39942 -2.31892 -4.72895
H 0.75839 -4.75183 -4.99471
H 0.98204 -6.18487 -2.99339
H 0.82550 -5.20579 -0.75106
H 1.19710 -3.69943 2.85661
H 0.07082 -5.42359 4.17764
H -1.98550 -6.50264 3.32456
H -2.90402 -5.82942 1.12583
H -1.78336 -4.10520 -0.20399
C 1.22575 1.58245 -4.05974
N 0.89114 2.63639 -1.37799
C 1.12925 3.19156 -0.07038
S 0.78076 2.27859 1.25224
N 3.38318 2.29148 -1.97556
C 4.57740 2.11890 -2.84430
H 0.57459 1.38387 -4.90739
H 2.20473 1.13998 -4.27959
H 1.32115 2.66600 -3.93858
H 0.03106 3.00198 -1.76874
H 3.66905 2.72433 -1.09295
H 5.05697 3.08468 -2.98140
H 4.26139 1.71156 -3.79851
H 5.25747 1.41572 -2.36663
C -2.31693 -1.76153 3.35122
C -2.78220 -1.79476 1.93570
C -3.88731 -2.46832 1.49234
C -3.96605 -2.30021 0.09231
C -2.91241 -1.50870 -0.28376
C -2.62455 -1.03080 -1.67340
N -2.14371 -1.19794 0.84099
H -3.05167 -2.29728 3.95306
H -2.22479 -0.75162 3.75985
H -1.35245 -2.25163 3.48171
H -4.55803 -3.02818 2.12567
H -4.70960 -2.70095 -0.57964
H -2.73812 -1.85230 -2.38260
H -1.61756 -0.64251 -1.79204
H -3.30151 -0.22596 -1.96819
C 7.52278 1.28625 -5.74997
C 6.83571 0.31490 -4.82988
C 5.68678 -0.36291 -5.22581
C 5.06754 -1.27207 -4.37682
C 5.58910 -1.50616 -3.11458
C 6.74071 -0.85214 -2.70364
C 7.34975 0.05395 -3.55895
S 4.82677 -2.83493 -2.13877
O 4.14178 -3.63234 -3.19542
O 5.53929 -1.32060 -0.34870
N 3.46329 -2.00342 -1.50400
C 3.36200 0.54229 -0.32472
C 2.67847 1.00272 -1.61715
C 1.13045 1.24642 -1.65486
O 0.61564 0.96675 -2.94255
O 0.48831 0.30622 -0.87049
H 7.01171 1.34806 -6.71067
H 8.55472 0.98580 -5.93867
H 7.55692 2.29069 -5.32193
H 5.28531 -0.19709 -6.22065
H 4.20962 -1.85409 -4.69638
H 7.14718 -1.05030 -1.72029
H 8.25468 0.55817 -3.23709
H 2.67530 -2.49732 -1.90653
H 4.41198 0.30808 -0.54255
H 3.32370 1.33830 0.42366
H 2.92422 0.27394 -2.39275
H 2.67522 2.93238 -2.35044
*
```

Here are the Löwdin charges for atoms 1 to 2, given in e: 0.831 0.373

---

(5)
ORCA calculation (the ωB97M-V functional and the def2-TZVPD basis) on CH17O10V as an isolated structure in a non-equilibrium geometry.

- total energy (a.u.) = -1744.63785
- energy relative to the best compared isomer or geometry (same formula, charge and spin) (kcal per mole) = 54.23
- highest occupied orbital energy (eV) = -8.4029
- gap between HOMO and LUMO (eV) = 7.34
- LUMO level (eV) = -1.06

ORCA input file:
```
! RIJCOSX wB97M-V def2-TZVPD def2/J DEFGRID3
* xyz 0 1
O -0.34154 -0.83104 0.82977
V 0.66854 0.46131 0.39936
O 1.19814 0.17161 -1.09575
C -1.40986 2.35171 -1.66220
O -1.04770 1.86481 -0.33401
H -0.55984 2.58001 -2.30520
H -2.00778 1.58770 -2.15908
H -1.99347 3.27124 -1.70645
O -0.72717 -4.03165 -0.21749
H -0.33557 -4.78839 -0.65364
H -0.56027 -3.29957 -0.81115
O 2.84400 -0.75760 1.20009
H 3.35154 -1.37921 0.67832
H 3.45672 -0.44746 1.86689
O -3.40086 -1.90291 1.93251
H -3.52478 -2.56404 2.61353
H -2.45514 -1.88367 1.78596
O -3.53243 0.01219 -0.02391
H -3.29014 -0.66044 0.61256
H -2.69683 0.34146 -0.35495
O 2.29577 -0.58169 -3.84472
H 3.16307 -0.17745 -3.81996
H 1.86747 -0.28012 -3.04357
O 0.67793 1.00486 2.66019
H -0.12795 1.35691 3.03814
H 1.33891 1.13548 3.34010
O 2.12732 2.18755 0.37879
H 2.49588 2.58954 -0.40784
H 2.52617 2.66889 1.10367
*
```

Here are the Löwdin charges for atoms 1 to 2, given in e: -0.361 0.963

---

(6)
ORCA calculation (the ωB97M-V functional and the def2-TZVPD basis) on one molecule with the formula C4H5Cl3N4 in a non-equilibrium geometry.

- total energy (a.u.) = -1754.90067
- SMILES = CCc1nnnn1C(Cl)(Cl)Cl
- energy relative to the best compared isomer or geometry (same formula, charge and spin) (kcal per mole) = 0.56
- highest occupied orbital energy (eV) = -10.4865
- gap between HOMO and LUMO (eV) = 10.67
- LUMO level (eV) = 0.19

ORCA input file:
```
! RIJCOSX wB97M-V def2-TZVPD def2/J DEFGRID3
* xyz 0 1
C 1.68836 -1.42773 -0.62963
C -0.22757 -0.56540 -1.79582
C 1.28850 -0.90060 -1.85362
C 3.51678 0.37537 0.26471
N 1.31002 -2.45325 -0.03711
N 1.91224 -2.50479 1.24809
N 2.67713 -1.57323 1.44021
N 2.73574 -0.74373 0.48040
Cl 4.29367 1.01384 1.78125
Cl 2.57127 1.69852 -0.45394
Cl 4.69176 -0.02740 -1.02875
H -0.33936 0.14649 -1.04764
H -0.80811 -1.52576 -1.63389
H -0.64644 -0.28910 -2.66914
H 1.83726 0.04814 -2.11614
H 1.32372 -1.57682 -2.63531
*
```

Here are the Löwdin charges for atoms 1 to 2, given in e: -0.254 -0.055

---

- Number 3 is which compound?
  CH6NOPSi

---

What did the fifth record say?
ORCA calculation (the ωB97M-V functional and the def2-TZVPD basis) on CH17O10V as an isolated structure in a non-equilibrium geometry.

- total energy (a.u.) = -1744.63785
- energy relative to the best compared isomer or geometry (same formula, charge and spin) (kcal per mole) = 54.23
- highest occupied orbital energy (eV) = -8.4029
- gap between HOMO and LUMO (eV) = 7.34
- LUMO level (eV) = -1.06

ORCA input file:
```
! RIJCOSX wB97M-V def2-TZVPD def2/J DEFGRID3
* xyz 0 1
O -0.34154 -0.83104 0.82977
V 0.66854 0.46131 0.39936
O 1.19814 0.17161 -1.09575
C -1.40986 2.35171 -1.66220
O -1.04770 1.86481 -0.33401
H -0.55984 2.58001 -2.30520
H -2.00778 1.58770 -2.15908
H -1.99347 3.27124 -1.70645
O -0.72717 -4.03165 -0.21749
H -0.33557 -4.78839 -0.65364
H -0.56027 -3.29957 -0.81115
O 2.84400 -0.75760 1.20009
H 3.35154 -1.37921 0.67832
H 3.45672 -0.44746 1.86689
O -3.40086 -1.90291 1.93251
H -3.52478 -2.56404 2.61353
H -2.45514 -1.88367 1.78596
O -3.53243 0.01219 -0.02391
H -3.29014 -0.66044 0.61256
H -2.69683 0.34146 -0.35495
O 2.29577 -0.58169 -3.84472
H 3.16307 -0.17745 -3.81996
H 1.86747 -0.28012 -3.04357
O 0.67793 1.00486 2.66019
H -0.12795 1.35691 3.03814
H 1.33891 1.13548 3.34010
O 2.12732 2.18755 0.37879
H 2.49588 2.58954 -0.40784
H 2.52617 2.66889 1.10367
*
```

Here are the Löwdin charges for atoms 1 to 2, given in e: -0.361 0.963

---

- The highest total energy belongs to which entry?
  C2H3NOS

---

- Look up the energy relative to the best compared isomer or geometry (same formula, charge and spin) of the first one.
  30.99 kcal per mole